<i>
22
Properties=species:S:1:pos:R:3:nbo_charge:R:1 method="wB97M-V/def2-TZVPD" orbital_gap_ev=8.644 homo_ev=-8.678 lumo_energy_ev=0.0 mol_weight_g_mol=166.3 smiles=CCSS.O.O.O.O
C -0.8989 1.7964 0.7980 -0.576
C -0.5658 3.0227 -0.1729 -0.665
S 0.7571 3.0141 -1.1728 0.215
S 2.1938 2.1343 0.1250 -0.154
H -0.5775 1.9842 1.7020 0.196
H -0.3615 0.8990 0.3037 0.190
H -2.0027 1.5409 0.8323 0.222
H -0.6849 4.0089 0.3740 0.214
H -1.5953 3.1285 -0.8143 0.255
H 1.7157 0.9634 0.3015 0.100
O -0.7907 -2.8781 -2.4161 -0.952
H -0.3589 -2.8636 -1.5597 0.476
H -0.3837 -3.6659 -2.7860 0.474
O 0.9420 -2.2105 0.3177 -0.986
H 0.0789 -1.9418 0.7718 0.482
H 1.5961 -2.5704 1.0113 0.503
O 2.1198 -1.5757 2.9501 -0.938
H 2.9581 -1.1998 3.0400 0.476
H 1.6824 -1.1999 2.2430 0.464
O -2.1160 -0.4396 -2.0806 -0.937
H -2.5152 -1.2868 -1.7832 0.469
H -1.1927 -0.6603 -1.9850 0.468

=====

<ii>
22
Properties=species:S:1:pos:R:3:nbo_charge:R:1 method="wB97M-V/def2-TZVPD" orbital_gap_ev=9.728 homo_ev=-9.274 lumo_energy_ev=0.5 mol_weight_g_mol=166.3 smiles=CCSS.O.O.O.O
C -2.3615 -3.8528 2.2973 -0.627
C -2.5561 -2.4247 2.8410 -0.513
S -1.8978 -1.0756 1.7245 0.078
S -2.4495 0.6941 2.3940 -0.116
H -2.0085 -4.5078 3.0859 0.224
H -1.7203 -3.7852 1.3267 0.213
H -3.2198 -4.4210 1.8699 0.214
H -2.0843 -2.2994 3.7193 0.204
H -3.6288 -2.4609 2.9523 0.220
H -1.6381 1.2463 3.2263 0.103
O 4.2282 1.5678 -3.1085 -0.944
H 4.2742 0.7147 -2.5377 0.471
H 4.4393 2.1633 -2.3801 0.469
O 3.5872 4.7729 -3.5603 -0.940
H 3.3367 4.3400 -2.7714 0.462
H 3.5666 4.0242 -4.1987 0.478
O 5.0417 3.5031 -0.6132 -0.940
H 4.9243 4.4982 -0.6345 0.477
H 5.7061 3.4750 -1.3016 0.467
O -5.4601 -1.8222 -1.5596 -0.921
H -5.3980 -2.2142 -0.7547 0.457
H -4.6814 -2.1355 -2.0170 0.464

=====

<iii>
22
Properties=species:S:1:pos:R:3:nbo_charge:R:1 method="wB97M-V/def2-TZVPD" orbital_gap_ev=4.031 homo_ev=-8.880 lumo_energy_ev=-4.8 mol_weight_g_mol=166.3
C 0.5630 0.2922 -1.5304 -0.621
C 0.3119 1.4066 -0.5312 -0.604
S -0.6552 2.7596 -1.1846 0.227
S -0.5179 -1.5529 1.1250 -0.358
H -0.4382 -0.0912 -1.7474 0.238
H 1.0667 0.4768 -2.4794 0.225
H 1.0716 -0.5116 -0.9752 0.246
H -0.3320 0.8727 0.2316 0.301
H 1.1915 1.7199 0.0300 0.268
H -1.5356 -0.7040 1.2983 0.157
H -1.6495 -2.1256 -0.9103 0.480
H -2.7718 -2.6311 -1.7865 0.465
O -2.2210 -1.8504 -1.6448 -0.959
H 4.2780 -1.3398 0.5218 0.471
H 2.7385 -1.3695 0.8338 0.481
O 3.4182 -0.9346 0.3135 -0.951
H 1.4655 0.6375 3.0281 0.470
H 0.7068 -0.1611 1.9069 0.458
O 1.5627 0.2838 2.1444 -0.988
H -3.5214 1.6698 0.6040 0.481
H -2.0973 1.8331 0.0592 0.443
O -2.6343 1.3196 0.6932 -0.930

=====

Stability, highest: <ii>

=====

<i>
14
Properties=species:S:1:pos:R:3:nbo_charge:R:1 method="wB97M-V/def2-TZVPD" orbital_gap_ev=7.965 homo_ev=-8.726 lumo_energy_ev=-0.8 mol_weight_g_mol=126.2 smiles="C=C1OC(=S)C=C1C"
C 0.8577 1.9160 -0.0021 -0.404
C -0.0697 0.9569 -0.0027 0.245
O -1.4156 1.2603 0.0016 -0.457
C -2.1271 0.0998 0.0086 0.166
S -3.7474 0.0748 -0.0013 -0.028
C -1.1787 -1.0044 0.0037 -0.280
C 0.0750 -0.5012 0.0000 0.027
C 1.3828 -1.2022 -0.0037 -0.651
H 0.6167 2.9561 -0.0066 0.225
H 1.9046 1.6353 0.0015 0.211
H -1.5028 -2.0467 -0.0216 0.244
H 1.9597 -0.9143 -0.8622 0.234
H 1.2634 -2.3005 -0.0176 0.233
H 1.9816 -0.9299 0.9024 0.235

=====

<ii>
14
Properties=species:S:1:pos:R:3:nbo_charge:R:1 method="wB97M-V/def2-TZVPD" orbital_gap_ev=8.398 homo_ev=-8.846 lumo_energy_ev=-0.4 mol_weight_g_mol=126.2
C 1.5694 -1.2413 -0.1488 -0.644
C 0.4774 -0.3319 0.1743 0.005
C 0.1666 0.4198 1.1988 -0.222
C -1.0104 1.4989 0.5498 0.007
C -0.5881 0.2635 -0.9968 -0.036
C -1.7933 0.3781 -0.1230 -0.098
H 1.3095 -2.2526 -0.9916 0.228
H 2.0863 -1.5888 0.7522 0.231
H 2.2873 -0.5518 -0.8126 0.243
H 0.6850 0.1724 2.2380 0.239
H -1.2245 2.5334 0.8517 0.250
H -0.8010 -0.2071 -2.0061 0.233
O -0.2982 1.7144 -0.7601 -0.514
S -2.8660 -0.8071 0.0742 0.079

=====

Stability, highest: <i>

=====

<i>
15
Properties=species:S:1:pos:R:3:nbo_charge:R:1 method="wB97M-V/def2-TZVPD" orbital_gap_ev=8.722 homo_ev=-8.494 lumo_energy_ev=0.2 mol_weight_g_mol=136.2 smiles="NCCSC(N)=S"
N 1.3397 1.2027 -0.2647 -0.840
C -0.0196 1.6814 -0.4228 -0.219
C -1.0908 0.6460 -0.8499 -0.544
S -1.5953 -0.5889 0.3513 0.257
C -0.2533 -1.7071 0.3986 -0.114
N 0.1438 -2.1256 1.6353 -0.790
S 0.4479 -2.3757 -0.9256 -0.136
H 1.7673 0.8179 -1.1213 0.366
H 1.4824 0.5448 0.4713 0.358
H 0.0207 2.4649 -1.1352 0.197
H -0.3564 2.1877 0.4872 0.188
H -0.6624 0.2091 -1.7423 0.237
H -1.9689 1.1833 -1.0573 0.227
H -0.3100 -1.6125 2.4320 0.397
H 1.0548 -2.5279 1.7433 0.417

=====

<ii>
15
Properties=species:S:1:pos:R:3:nbo_charge:R:1 method="wB97M-V/def2-TZVPD" orbital_gap_ev=9.121 homo_ev=-8.529 lumo_energy_ev=0.6 mol_weight_g_mol=136.2 smiles="[H]/N=C/NSCSC"
H -2.0439 2.0264 -0.0871 0.348
N -1.4008 1.2012 -0.0690 -0.727
C -2.1742 0.1874 0.0152 0.273
N -1.7590 -1.1255 -0.0436 -0.774
S -0.2245 -1.7177 -0.6462 0.356
C 0.8876 -1.0299 0.7397 -0.658
S 2.5104 -0.7242 0.0112 0.222
C 2.1850 0.9284 -0.5660 -0.757
H -3.2373 0.1356 0.1585 0.150
H -2.5193 -1.8358 -0.0443 0.403
H 0.4286 -0.1074 1.0887 0.250
H 0.9403 -1.7797 1.5259 0.230
H 2.2961 1.6546 0.2156 0.212
H 2.9113 1.1744 -1.3250 0.226
H 1.1996 1.0124 -0.9736 0.247

=====

Stability, highest: <i>